115
Properties=species:S:1:pos:R:3:forces:R:3 method="wB97M-V/def2-TZVPD" de_lowest_kcal_mol=0.0 max_force_ev_per_a=0.35 homo_energy_ev="-7.887 / -7.888" molar_mass_g_mol=1219.3 spin_multiplicity=1 gap_ha="0.292 / 0.292"
Co -0.909919 0.203098 -1.051266 -0.206 0.281 -0.010
N -0.020501 1.451578 -3.831909 -0.065 -0.041 0.134
C 1.089558 0.978201 -3.131225 0.041 -0.049 -0.037
C 2.340355 1.076279 -3.741285 -0.014 -0.016 -0.041
C 3.440088 0.562537 -3.089613 -0.031 -0.011 0.003
C 3.269084 -0.026874 -1.843568 0.065 -0.023 0.014
C 2.002537 -0.071023 -1.306089 -0.140 0.027 0.017
N 0.919515 0.423063 -1.933365 0.039 0.052 0.014
C -1.083083 2.139956 -3.284563 0.117 0.015 0.090
C -1.699143 3.149781 -4.030745 -0.007 0.049 0.019
C -2.644345 3.941431 -3.419246 0.031 0.018 -0.105
C -2.932780 3.738051 -2.075307 -0.022 -0.014 0.108
C -2.337252 2.676334 -1.435154 -0.024 0.022 -0.026
N -1.473180 1.836342 -2.042774 -0.096 -0.006 0.005
H 0.173916 1.663514 -4.794862 -0.020 0.039 -0.077
H 2.429046 1.548776 -4.711917 -0.005 -0.031 0.032
H 4.421288 0.622175 -3.544536 -0.038 0.004 0.005
H 4.100580 -0.441908 -1.289163 -0.016 0.021 -0.011
H 1.778503 -0.517611 -0.347763 0.064 -0.009 -0.065
H -1.396227 3.318264 -5.056260 0.005 0.004 0.022
H -3.126767 4.738411 -3.972474 0.025 -0.043 0.009
H -3.626720 4.370650 -1.539956 0.029 -0.041 -0.001
H -2.556447 2.443918 -0.403534 -0.027 0.012 -0.015
Br -1.742591 5.175580 2.494966 -0.019 -0.003 0.040
C -2.012602 4.035386 3.983648 0.039 -0.101 -0.038
C -2.705618 4.547148 5.074327 0.040 0.014 -0.092
C -2.931578 3.751040 6.182433 -0.012 -0.055 0.074
C -2.467510 2.441872 6.201429 -0.058 0.055 0.074
C -1.780349 1.934398 5.114232 0.095 -0.054 -0.099
C -1.541017 2.725586 3.992239 -0.067 0.161 0.034
I -0.500372 1.871761 2.406964 0.043 0.010 -0.007
H -3.062457 5.567762 5.042639 0.005 -0.022 0.005
H -3.472553 4.154723 7.029600 0.025 -0.023 -0.034
H -2.642112 1.810603 7.063908 0.001 0.029 -0.026
H -1.418063 0.913322 5.126047 -0.016 0.047 -0.009
F -0.103559 -0.754869 0.274742 0.036 -0.213 -0.199
C 7.549737 -0.762125 1.409765 -0.014 0.009 0.011
C 7.296961 0.530970 1.843834 0.017 -0.021 -0.001
C 5.992721 0.949698 2.082597 -0.009 -0.023 0.020
C 4.926818 0.076925 1.892485 0.050 0.027 -0.038
C 5.189326 -1.221230 1.454473 0.058 0.002 -0.025
C 6.490442 -1.640843 1.218136 -0.021 0.028 -0.001
As 3.044123 0.595981 2.056436 -0.022 0.020 0.072
C 3.201961 2.124518 3.259664 -0.015 -0.003 0.073
C 2.889028 2.080515 4.614633 0.010 0.051 -0.015
C 2.932702 3.235852 5.384899 0.009 0.022 -0.030
C 3.292266 4.447477 4.810675 -0.013 -0.007 0.011
C 3.594342 4.503302 3.456948 -0.007 -0.012 -0.008
C 3.535971 3.350090 2.686509 0.012 0.027 0.016
C 2.512510 -0.830168 3.274829 -0.042 -0.038 0.004
C 3.311420 -1.250629 4.336754 0.014 -0.012 0.016
C 2.895487 -2.285143 5.160845 -0.007 -0.001 -0.004
C 1.679622 -2.916758 4.922111 -0.002 0.004 -0.006
C 0.889385 -2.515928 3.855568 -0.016 -0.004 0.003
C 1.303365 -1.476394 3.029407 -0.025 0.054 -0.033
H 8.566249 -1.087614 1.227193 -0.014 0.009 0.004
H 8.117869 1.219673 2.004777 -0.014 -0.017 -0.006
H 5.815589 1.959251 2.433308 -0.015 -0.008 -0.004
H 4.370696 -1.919118 1.311483 -0.012 -0.007 -0.001
H 6.677037 -2.654996 0.886507 0.000 0.011 0.007
H 2.592655 1.147571 5.074121 -0.003 -0.039 0.012
H 2.679350 3.187956 6.436968 0.003 0.002 -0.011
H 3.324956 5.347459 5.413008 -0.002 -0.030 -0.019
H 3.860037 5.447416 2.996447 -0.008 -0.025 0.012
H 3.739251 3.411672 1.622365 0.006 -0.010 -0.008
H 4.267764 -0.772001 4.515560 0.004 0.003 0.004
H 3.521564 -2.604295 5.985306 -0.010 0.007 -0.012
H 1.356972 -3.727647 5.563959 0.004 0.011 -0.014
H -0.050144 -3.016169 3.652573 0.017 0.004 0.007
H 0.687288 -1.181836 2.183173 0.075 -0.037 0.065
C 1.484148 -1.975471 -6.224101 -0.048 0.003 0.046
C 0.199978 -1.501507 -6.464374 0.034 -0.017 -0.030
C -0.699694 -1.350447 -5.414383 -0.061 0.042 -0.019
C -0.336657 -1.648725 -4.101586 0.007 0.014 0.097
C 0.950668 -2.142728 -3.884721 0.067 0.019 0.025
C 1.853325 -2.308245 -4.926527 0.010 0.015 -0.021
Ge -1.564552 -1.465784 -2.540371 0.035 -0.247 0.059
C -3.361659 -1.301074 -3.334716 0.112 0.001 -0.014
C -4.331582 -2.260991 -3.058399 -0.010 -0.080 0.047
C -5.619785 -2.145524 -3.566218 -0.015 0.040 -0.040
C -5.960395 -1.064075 -4.367696 0.061 -0.002 0.023
C -5.002605 -0.099278 -4.658903 -0.050 -0.056 0.010
C -3.719697 -0.222989 -4.144980 0.041 0.050 -0.019
C -1.443894 -3.266493 -1.730307 -0.079 0.034 -0.093
C -1.026896 -4.342692 -2.517521 -0.049 -0.029 -0.025
C -0.981941 -5.634532 -2.007637 -0.001 -0.022 0.019
C -1.360804 -5.877893 -0.694593 0.005 0.049 -0.008
C -1.785787 -4.820246 0.098383 -0.001 -0.021 0.000
C -1.825571 -3.530689 -0.416007 0.045 0.033 0.039
H 2.182743 -2.102694 -7.042498 -0.016 0.005 0.017
H -0.112075 -1.266367 -7.476504 0.023 -0.011 0.036
H -1.704876 -1.005410 -5.636561 0.057 -0.015 0.038
H 1.255902 -2.419922 -2.880146 -0.006 0.019 -0.003
H 2.844769 -2.698303 -4.723247 -0.034 0.016 -0.017
H -4.086617 -3.107389 -2.423778 -0.002 0.049 -0.035
H -6.360666 -2.900415 -3.330074 0.019 0.020 -0.009
H -6.964988 -0.971535 -4.761994 0.016 0.000 0.007
H -5.257646 0.750210 -5.281423 -0.003 -0.003 0.003
H -2.995354 0.557252 -4.364324 -0.022 -0.048 -0.010
H -0.735540 -4.181964 -3.549507 -0.017 -0.004 0.039
H -0.653001 -6.451314 -2.640821 -0.015 0.033 0.030
H -1.324861 -6.883465 -0.292339 -0.004 0.022 -0.014
H -2.087948 -4.996340 1.125121 0.015 0.000 -0.042
H -2.151962 -2.720497 0.220053 0.009 -0.010 -0.018
C -5.116062 -0.302189 1.219659 0.039 0.001 -0.024
C -5.097326 0.197407 -0.073787 -0.049 -0.007 0.018
C -3.896736 0.298626 -0.765459 0.049 0.030 -0.084
C -2.661295 -0.076867 -0.217795 -0.077 -0.091 0.061
C -2.725398 -0.593508 1.087779 0.100 0.063 -0.046
C -3.917037 -0.698504 1.794752 -0.042 -0.010 0.007
H -6.048225 -0.388597 1.764578 0.011 0.003 0.006
H -6.021520 0.500876 -0.555718 0.053 -0.014 0.011
H -3.947536 0.679879 -1.778601 0.001 0.009 0.056
H -1.809195 -0.915991 1.565174 -0.042 0.007 -0.009
H -3.907240 -1.096306 2.804238 0.013 0.006 -0.020